(1)
{"formula": "C4H2IPS", "method": "wB97M-V/def2-TZVPD", "e_above_lowest_kj_mol": 307.6, "homo_lumo_gap_ev": [5.962, 5.962], "lumo_ev": [-3.2, -3.2], "total_energy_ha": -1190.5835, "e_homo_ha": [-0.33782, -0.33780], "fmax_ev_per_a": 3.14, "species": ["I", "S", "P", "C", "C", "C", "C", "H", "H"], "xyz": [[-0.8563, 2.5002, -1.8314], [-2.3076, -0.9707, -1.9945], [-1.1324, 0.1919, -1.0258], [-1.3887, 0.5083, 0.6834], [1.6877, -0.4692, -0.1894], [2.7796, -0.9588, -0.4459], [-1.2762, 0.3874, 1.8690], [-1.0134, 0.3944, 2.8714], [3.5074, -1.5835, 0.0632]], "atomic_forces_ev_per_a": [[0.12, -0.93, 0.08], [0.87, 0.40, 0.53], [0.99, 0.78, 0.81], [0.02, -0.90, -1.21], [-2.65, 0.88, -1.43], [0.38, -0.84, 1.37], [0.06, 0.36, -0.65], [0.00, -0.09, 1.31], [0.22, 0.34, -0.81]], "lowdin_charge": [0.467, 0.243, -0.071, -0.463, -0.127, -0.166, 0.094, 0.032, -0.009]}

***

(2)
{"formula": "C4H2LiO2Tm", "method": "wB97M-V/def2-TZVPD", "charge": 1, "e_above_lowest_kj_mol": 0.0, "homo_lumo_gap_ev": [5.321, 5.234], "lumo_ev": [-3.9, -5.9], "total_energy_ha": -1396.3347, "multiplicity": 4, "e_homo_ha": [-0.33781, -0.40840], "fmax_ev_per_a": 4.77, "species": ["Tm", "O", "O", "C", "C", "C", "C", "Li", "H", "H"], "xyz": [[0.8783, -2.3303, -1.2298], [1.9334, -0.5617, -0.6583], [-1.3946, 1.0402, -0.0120], [-1.1701, -1.3616, 0.6692], [-1.3347, -0.2322, 0.2550], [2.0074, 0.5904, -0.1198], [2.0064, 1.6294, 0.5851], [0.2330, 2.3014, -0.0081], [-2.2477, 1.3029, -0.3909], [-0.9115, -2.3784, 0.9095]], "atomic_forces_ev_per_a": [[-0.25, -0.93, -0.56], [0.76, 3.51, 1.38], [-0.03, 0.79, -0.42], [0.14, 1.24, -0.90], [0.36, -2.17, 1.19], [-0.15, -4.38, -1.90], [-0.09, 1.49, 0.70], [-0.07, 0.26, 0.20], [-0.13, -0.14, 0.02], [-0.54, 0.33, 0.28]], "lowdin_charge": [1.048, -0.334, 0.020, 0.072, -0.272, -0.417, -0.002, 0.705, 0.161, 0.019]}